80
Properties=species:S:1:pos:R:3:forces:R:3:lowdin_charge:R:1 method="wB97M-V/def2-TZVPD" lumo_energy_ha="-0.0714 / -0.0712" relative_energy_ev=1.058 gap_ev="5.773 / 5.779"
Rh 0.2522 -0.7111 0.0785 -0.122 1.313 1.022 0.5605
C -4.9953 -3.9110 2.1499 0.046 0.013 -0.030 -0.0701
C -3.7394 -4.2748 1.6894 -0.037 -0.125 0.091 -0.0594
C -2.7793 -3.3075 1.4566 0.091 0.091 -0.065 -0.0717
C -3.0696 -1.9663 1.6917 0.214 -0.236 -0.821 -0.3401
C -4.3395 -1.6009 2.1310 0.176 0.234 -0.032 -0.0932
C -5.2944 -2.5744 2.3590 -0.097 -0.059 0.135 -0.0714
P -1.7182 -0.7655 1.4779 1.138 0.838 0.616 1.0774
C -2.5945 0.8314 1.4734 0.132 0.004 -0.447 -0.4175
C -3.5231 1.0357 0.4494 0.094 -0.177 0.171 -0.1733
C -4.1730 2.2478 0.3279 -0.026 0.074 -0.034 -0.0754
C -3.8803 3.2787 1.2079 -0.023 -0.035 -0.026 -0.0728
C -2.9425 3.0937 2.2089 0.015 0.081 0.016 -0.0693
C -2.2912 1.8775 2.3384 0.066 -0.272 0.091 -0.0692
C -0.8962 -0.8848 3.0998 -0.230 -0.152 -0.020 -0.2965
C -1.6009 -1.2053 4.2379 0.082 0.200 -0.518 -0.0647
C -0.9383 -1.3414 5.4624 0.203 0.017 0.232 -0.0634
C 0.4169 -1.1590 5.5297 -0.281 -0.015 0.030 -0.0181
C 1.1695 -0.8340 4.3817 0.097 0.095 -0.284 -0.1655
C 2.5667 -0.6498 4.4345 0.251 0.057 -0.113 -0.0328
C 3.2726 -0.3509 3.3015 -0.229 -0.148 0.509 -0.0675
C 2.6232 -0.2412 2.0608 -0.557 0.214 -0.961 -0.0991
C 1.2575 -0.4111 1.9506 -0.664 -0.172 -0.888 -0.1185
C 0.5094 -0.7000 3.1293 -0.217 0.064 -0.128 -0.1907
H -5.7412 -4.6677 2.3436 -0.059 -0.053 -0.013 0.1065
H -3.5090 -5.3163 1.5211 0.042 -0.054 -0.055 0.1106
H -1.8048 -3.5725 1.0748 0.046 -0.149 0.013 0.0846
H -4.5730 -0.5604 2.3038 -0.066 0.031 0.020 0.1056
H -6.2729 -2.2894 2.7178 -0.060 0.036 -0.001 0.1073
H -3.7374 0.2257 -0.2365 -0.081 -0.001 -0.095 0.1140
H -4.9023 2.3943 -0.4536 -0.062 0.005 -0.098 0.1093
H -4.3829 4.2272 1.1079 -0.071 0.131 0.001 0.1053
H -2.7196 3.9044 2.8894 0.050 -0.015 0.033 0.1079
H -1.5558 1.7364 3.1183 0.060 -0.015 0.051 0.1109
H -2.6710 -1.3509 4.1790 -0.017 -0.061 0.075 0.1042
H -1.5093 -1.5968 6.3436 0.035 -0.005 0.079 0.1066
H 0.9337 -1.2641 6.4725 0.068 -0.026 0.090 0.1151
H 3.0708 -0.7556 5.3843 0.048 0.007 0.094 0.1122
H 4.3441 -0.2118 3.3482 0.018 0.001 -0.026 0.1091
H 3.2394 -0.0243 1.1932 -0.243 -0.012 -0.050 0.0620
Se 2.8162 0.1502 -1.7847 -0.742 1.156 0.387 0.4964
P 1.3202 1.7286 -1.9892 1.861 0.037 -0.262 0.2611
Se -0.6499 1.2744 -1.1691 0.282 -0.610 1.130 0.5410
C 1.0906 2.3709 -3.6913 -0.172 -0.288 0.459 -0.3750
C -0.1457 2.8825 -4.0624 0.053 -0.071 0.133 -0.1132
C -0.3077 3.4425 -5.3159 -0.092 0.078 -0.058 -0.0767
C 0.7645 3.5096 -6.1906 0.004 -0.021 0.023 -0.0772
C 1.9973 2.9971 -5.8189 0.015 0.006 -0.011 -0.0694
C 2.1610 2.4152 -4.5735 0.039 -0.067 0.089 -0.0916
C 2.0523 3.1713 -1.1184 -0.536 -0.245 -0.055 -0.3977
C 3.3636 3.5164 -1.4244 -0.006 0.045 -0.053 -0.1161
C 3.9574 4.5886 -0.7854 0.030 -0.063 -0.084 -0.0750
C 3.2505 5.3064 0.1662 -0.066 0.053 0.107 -0.0846
C 1.9429 4.9630 0.4650 0.057 0.104 0.081 -0.0820
C 1.3390 3.8952 -0.1779 -0.075 -0.045 -0.078 -0.1091
H -0.9751 2.8292 -3.3663 -0.059 0.069 -0.118 0.0570
H -1.2717 3.8270 -5.6105 -0.103 0.054 -0.036 0.1045
H 0.6371 3.9530 -7.1664 -0.015 0.039 -0.091 0.1041
H 2.8303 3.0468 -6.5037 0.078 -0.035 -0.057 0.1065
H 3.1099 1.9830 -4.2874 0.072 -0.046 0.000 0.0867
H 3.9179 2.9348 -2.1478 0.054 -0.022 0.012 0.0772
H 4.9744 4.8591 -1.0258 0.099 0.014 -0.006 0.1050
H 3.7262 6.1259 0.6843 0.013 0.100 0.016 0.1021
H 1.3918 5.5270 1.2014 -0.060 0.057 0.110 0.1012
H 0.3190 3.6120 0.0494 -0.002 0.054 0.064 0.0562
F 2.1312 -3.0386 0.7186 -0.225 0.065 0.059 0.0926
C 2.3627 -3.2996 -0.5854 0.333 -0.208 0.497 -0.6597
F 2.6621 -4.5879 -0.6743 -0.025 -0.065 -0.050 0.1444
F 3.4256 -2.5746 -0.9088 -0.375 -0.167 -0.204 0.0713
S 0.7235 -2.9773 -1.5042 1.009 -0.330 -1.056 0.5407
O 0.8388 -1.6678 -2.1108 -0.944 -0.559 0.120 -0.5153
O -0.2276 -3.0352 -0.4233 -0.461 -0.410 0.977 -0.3574
N 0.5198 -4.1347 -2.5065 -0.205 -0.007 0.131 -0.2758
S 1.5655 -4.0291 -3.7175 0.414 -0.677 -0.632 0.6037
O 1.0500 -3.4575 -4.9116 -0.432 -0.109 -0.278 -0.2472
O 2.8198 -3.5534 -3.2216 0.588 -0.161 -0.253 -0.2834
C 1.7332 -5.8719 -4.0559 -0.138 -0.171 0.133 -0.6682
F 2.3295 -6.1553 -5.2128 0.080 0.563 0.002 0.1444
F 2.4309 -6.4609 -3.0887 0.076 0.137 0.192 0.1377
F 0.5215 -6.4199 -4.0892 -0.250 0.022 -0.001 0.1319

---

15
Properties=species:S:1:pos:R:3:forces:R:3:lowdin_charge:R:1 method="wB97M-V/def2-TZVPD" charge=+1 lumo_energy_ha=-0.1569 relative_energy_ev=2.078 gap_ev=8.609
C 3.3091 -0.1422 -0.6192 -2.384 0.607 0.291 -1.1844
C -2.1854 0.6691 -0.6431 -2.661 0.633 3.068 -0.0294
C -0.3404 -0.6603 1.4435 1.810 -2.236 -0.811 0.0027
C -0.7704 0.4632 -0.7306 2.051 0.239 1.097 -0.0391
N -0.0042 -0.0902 0.1660 -0.039 1.395 -2.040 0.0156
Cl 3.9786 -1.5970 -0.8417 0.942 -1.801 -0.363 0.6644
Cl 4.3746 1.0546 -0.3267 1.099 1.164 0.196 0.6578
H -2.6235 0.2896 -1.4992 -0.963 -0.720 -2.004 0.0767
H -2.7374 0.2115 0.2125 0.965 -0.561 -0.500 0.1036
H -2.7034 1.6505 -0.4620 1.608 0.031 -0.811 0.1418
H -0.0655 -1.7835 1.2575 -0.954 1.788 0.908 0.1544
H -1.3795 -0.4701 1.5759 -0.503 -0.200 0.954 0.0717
H 0.3947 -0.2788 2.1815 -0.946 -0.067 -0.178 0.1205
H -0.2421 0.8052 -1.6306 -0.176 -0.214 0.331 0.1623
H 0.9948 -0.1216 -0.0839 0.153 -0.056 -0.138 0.0816

---

54
Properties=species:S:1:pos:R:3:forces:R:3:lowdin_charge:R:1 method="wB97M-V/def2-TZVPD" lumo_energy_ha=-0.0015 relative_energy_ev=22.175 gap_ev=7.615
C 2.3477 0.8516 -2.8963 -2.232 3.329 1.821 -0.0658
C 3.4203 1.3613 -1.9095 0.452 2.224 -6.565 -0.2228
O 2.9334 2.2173 -0.9460 3.820 3.257 -6.066 0.0472
C 2.3435 1.9135 0.0966 -1.167 7.555 0.993 -0.4508
C 2.0721 0.7777 0.4659 2.255 -14.723 -5.660 -0.1081
C 1.5175 0.3115 1.5043 -2.334 -3.694 6.550 -0.0518
C 1.1697 1.3032 2.3069 -5.997 0.581 4.855 -0.1403
C 1.1026 2.6368 2.0284 7.827 -9.614 -11.411 0.0399
C 1.8130 2.9378 0.8419 -0.531 1.768 2.904 0.0610
H 2.1251 3.9540 0.6810 -0.274 0.337 -0.567 0.1291
H 0.7928 3.2236 2.5806 -5.558 10.299 9.328 -0.0062
N 0.0981 1.0039 3.4237 4.319 9.981 0.023 0.0673
C -0.2841 0.0256 4.0339 -2.023 -12.472 0.170 -0.6384
N -0.1821 -1.4111 3.3616 1.685 7.339 -1.323 0.0907
C -0.9137 -2.2267 4.0491 5.203 -7.153 -11.838 -0.5974
C -1.3156 -1.9407 5.1075 -7.520 4.519 16.137 -0.3531
S -1.1003 -0.1301 5.5280 -0.069 -1.729 -0.519 1.0095
H -1.9118 -2.5002 5.8388 0.365 0.328 -0.381 0.0883
C -0.8695 -3.7766 3.5382 7.867 5.063 -3.086 0.0812
C -0.6716 -3.6521 1.9336 -5.711 1.273 6.691 -0.3801
N 0.1965 -3.4943 1.1648 11.131 -1.927 -4.199 0.0434
N -0.0876 -3.4441 -0.2032 -5.492 0.659 3.395 0.0774
C -1.4798 -3.3198 0.0000 5.323 0.970 -1.096 -0.6096
S -2.4611 -3.0041 -1.3261 -8.093 -0.525 6.690 1.0553
C -1.6942 -2.8585 -2.6520 11.489 -3.590 -7.091 -0.5862
C -1.5452 -1.6189 -3.3978 -1.767 -1.337 -3.581 -0.5451
O -1.5906 -1.5381 -4.6089 0.375 -2.037 -1.337 0.0887
C -1.5395 -0.4017 -2.8049 2.463 7.859 4.310 -0.1985
C -0.8375 -0.1017 -1.5751 -0.631 -1.614 3.449 0.0187
C -0.8474 1.1493 -0.9010 -6.064 -2.675 -16.671 0.0176
C -1.4301 2.2141 -1.6723 0.827 -1.414 0.271 -0.3541
C -1.8743 2.2015 -2.9735 1.773 -7.766 1.372 0.0287
C -1.8384 0.7986 -3.5057 -0.981 2.657 0.649 0.0698
H -2.1467 0.8294 -4.5161 -0.373 -0.958 -0.993 0.0950
H -2.0543 3.0285 -3.5537 -0.633 1.661 -1.135 0.0792
C -1.3206 3.4415 -1.0499 2.836 8.704 0.406 -0.1019
H -1.8386 4.4697 -1.6356 1.727 -3.101 1.128 0.1508
H 0.0144 3.7435 -0.8781 -4.189 -0.705 -0.491 0.1819
H -1.7704 3.6069 -0.1037 -0.126 -0.471 1.239 0.0472
H -0.5489 1.1653 -0.0796 4.772 1.076 12.837 -0.0246
H -0.4111 -0.9696 -0.8404 -0.911 1.781 -2.244 0.1443
H -1.4200 -3.8443 -3.4371 -1.572 2.641 2.088 0.1963
H -0.3565 -2.8759 -2.2640 -3.370 0.049 -0.763 0.2215
O -1.8126 -3.2265 1.2947 -3.637 -1.602 -2.302 0.0735
H -1.6978 -4.2639 3.6831 -4.315 -3.020 1.339 0.0349
H 0.1876 -4.1656 3.9274 -2.758 0.341 -0.651 0.1697
H 0.0987 1.8539 4.2135 0.062 -2.212 -3.156 0.2158
H 1.3417 -0.7160 1.9528 0.236 0.966 -1.484 0.1411
H 2.3192 -0.2808 -0.2295 -0.087 3.486 1.205 0.2235
H 4.1632 1.9093 -2.8139 -1.476 -0.828 3.630 0.1943
H 3.8823 0.5254 -1.5800 1.935 -2.308 1.670 0.0675
H 2.5956 0.2452 -3.7039 1.030 -0.852 -1.272 0.0596
H 1.6485 1.7038 -3.2222 1.399 -0.837 -0.007 0.1172
H 1.6684 0.3578 -2.2761 -1.280 -1.539 0.739 0.0077

---

80
Properties=species:S:1:pos:R:3:forces:R:3:lowdin_charge:R:1 method="wB97M-V/def2-TZVPD" lumo_energy_ha=-0.1221 relative_energy_ev=4.271 gap_ev=3.329
K -0.3841 0.1436 -0.8231 -0.614 -1.190 0.520 0.6677
I -2.9440 6.8684 -4.8975 0.050 -0.068 0.068 0.7957
C -2.0588 5.2364 -3.9203 -0.011 0.108 -0.105 -0.7512
C -0.7572 4.8711 -4.2436 -0.330 0.205 0.039 -0.2521
C -0.2116 3.7792 -3.6110 -0.135 -0.639 0.405 -0.6175
I 1.7333 3.1451 -4.0825 -0.087 0.078 -0.006 0.9075
C -0.9255 2.9660 -2.6726 -0.226 1.027 -0.718 -0.4715
O -0.4308 1.9024 -2.1829 0.102 0.537 -0.352 -0.3355
C -2.2458 3.4264 -2.3381 0.533 -0.122 0.066 -0.1408
C -3.0544 2.6365 -1.3347 0.032 -0.296 -0.423 -0.1571
N -2.3282 2.2222 -0.1456 -0.003 -0.076 0.544 -0.0800
C -2.5479 2.9503 1.0855 -0.037 -0.196 -0.185 -0.1501
C -3.2716 2.1516 2.1666 -0.032 0.093 -0.180 -0.2695
C -3.3045 2.6320 3.4754 0.065 -0.058 0.095 -0.0433
C -3.9088 1.8675 4.4586 0.067 0.102 -0.032 -0.0840
C -4.5045 0.6689 4.0974 -0.031 -0.158 -0.014 -0.0826
C -4.4887 0.3122 2.7583 0.045 0.044 0.108 -0.1651
N -3.8776 1.0239 1.8156 0.017 -0.062 -0.109 0.1164
C -2.7847 4.5260 -2.9685 0.092 0.263 -0.174 -0.1350
H -0.1890 5.4269 -4.9757 0.001 0.022 -0.006 0.0759
H -3.4344 1.7399 -1.8475 -0.073 0.036 0.097 0.1218
H -3.9257 3.2188 -1.0323 -0.056 -0.039 0.000 0.1169
H -1.3534 2.1039 -0.3636 -0.080 0.722 -0.022 0.0263
H -3.1461 3.8500 0.8985 0.080 0.077 0.015 0.1273
H -1.5941 3.2837 1.5039 -0.027 0.071 0.026 0.1261
H -2.8460 3.5843 3.7141 0.051 -0.031 0.004 0.1147
H -3.9093 2.1964 5.4902 -0.025 0.023 -0.007 0.1063
H -4.9689 0.0228 4.8305 -0.065 0.044 -0.002 0.1000
H -4.9860 -0.5890 2.4185 0.000 -0.067 0.031 0.0911
H -3.7936 4.8357 -2.7236 -0.020 0.028 0.009 0.0939
C -0.9423 -1.6846 3.9091 0.115 0.838 0.378 -0.1520
C -0.8767 -0.3653 3.4575 -0.109 -0.214 0.433 -0.1061
N 0.0655 -0.2219 2.5271 0.353 -0.356 -0.101 0.1351
N 0.6182 -1.4214 2.3555 -0.104 0.898 -0.115 -0.0229
C 0.0235 -2.3473 3.1702 -0.453 -0.849 -0.702 -0.1870
B 1.9170 -1.6909 1.5785 0.449 0.298 -0.316 -0.6927
N 1.5862 -2.7498 0.5007 0.386 -0.179 0.204 0.0452
C 2.4675 -3.2777 -0.3594 -0.278 -0.174 -0.010 -0.0472
C 1.7721 -3.9393 -1.3546 -0.139 -0.040 0.059 -0.0179
C 0.4351 -3.7638 -1.0224 0.179 -0.175 -0.259 -0.1628
N 0.3409 -3.0388 0.0935 -1.589 -0.271 0.694 -0.0711
N 2.4807 -0.4406 0.8848 0.214 -0.209 0.484 0.0001
C 3.7887 -0.1950 0.6253 0.178 0.160 -0.104 -0.0740
C 3.8644 0.9718 -0.1013 -0.024 -0.137 0.135 -0.0449
C 2.5254 1.3777 -0.2350 0.199 0.064 0.012 -0.1589
N 1.7095 0.5158 0.3458 0.604 0.353 0.289 -0.0525
N 2.9699 -2.2437 2.5366 -0.087 0.169 0.121 -0.0367
C 3.4368 -1.5895 3.6284 0.054 -0.010 0.009 -0.0843
C 4.3642 -2.3991 4.2352 -0.017 -0.002 0.029 -0.0641
C 4.3962 -3.5509 3.4265 -0.013 0.089 0.057 -0.1568
N 3.5556 -3.4512 2.4112 -0.010 -0.217 -0.130 0.0699
H -1.6083 -2.0926 4.6480 0.215 0.068 -0.013 0.0728
H -1.4549 0.4849 3.7802 -0.081 0.021 -0.086 0.1016
H 0.4054 -3.3545 3.2565 0.248 0.034 0.144 0.1370
H 3.5258 -3.1695 -0.1982 -0.016 0.111 0.017 0.1305
H 2.1762 -4.4743 -2.1960 -0.019 0.036 -0.007 0.1136
H -0.4454 -4.1224 -1.5275 0.014 0.016 0.035 0.0912
H 4.5717 -0.8519 0.9684 -0.046 -0.022 0.070 0.1237
H 4.7476 1.4606 -0.4743 0.002 -0.004 0.035 0.0971
H 2.1329 2.2556 -0.7266 -0.068 -0.070 -0.081 0.0976
H 3.0848 -0.6008 3.8787 -0.007 -0.006 -0.010 0.1297
H 4.9314 -2.1975 5.1272 -0.003 0.018 -0.009 0.0909
H 4.9956 -4.4388 3.5494 -0.018 -0.018 -0.041 0.0985
Cl -2.4779 -1.6479 -0.0844 -0.163 -0.724 0.820 0.2646
Ge -1.6308 -3.1318 1.2449 0.351 0.266 -0.670 0.1108
Cl -3.0880 -3.1436 2.9165 -0.080 -0.586 -1.049 0.2485
Cl -2.0599 -5.0971 0.4233 0.264 0.516 0.476 0.2309
C 1.0085 -1.4353 -4.9388 0.026 -0.028 0.134 -0.1419
C 2.3874 -1.0175 -4.4034 -0.080 -0.027 0.026 -0.1394
C 2.1559 -0.8354 -2.8918 0.286 0.123 -0.102 -0.1870
O 0.7853 -1.1454 -2.6305 0.256 -0.326 -0.290 -0.2744
C 0.0768 -0.9294 -3.8453 -0.148 0.117 -0.456 -0.2047
H 0.9380 -2.5211 -5.0203 -0.009 -0.015 -0.016 0.1081
H 0.7829 -0.9972 -5.9096 -0.012 -0.012 0.001 0.1144
H 2.7087 -0.0784 -4.8526 -0.013 -0.001 0.017 0.0859
H 3.1493 -1.7683 -4.6076 0.008 -0.001 -0.022 0.1060
H 2.3698 0.1917 -2.5891 -0.075 0.002 0.006 0.0833
H 2.7637 -1.5084 -2.2898 0.018 0.012 0.055 0.1022
H -0.1207 0.1405 -3.9821 -0.039 -0.028 0.121 0.1093
H -0.8683 -1.4718 -3.7888 -0.005 0.013 0.036 0.1285

---

56
Properties=species:S:1:pos:R:3:forces:R:3:lowdin_charge:R:1 method="wB97M-V/def2-TZVPD" charge=-1 lumo_energy_ha=0.0578 gap_ev=6.218
C 5.6065 1.8354 2.8190 -0.783 1.112 -0.467 -0.1390
O 4.5986 0.8518 3.1043 1.500 -0.256 0.005 -0.2858
C 5.1680 -0.4020 3.5296 0.269 -0.054 1.797 -0.2537
C 4.1258 -1.2075 4.4476 1.062 -0.707 -0.324 -0.2908
C 2.9677 -1.9689 3.6419 0.727 -0.033 -0.464 -0.4122
Nb 1.1440 -0.7484 3.0877 -2.039 1.744 1.666 1.1454
O -0.5786 0.3111 2.4801 1.899 -0.291 1.349 -0.6314
I 0.8839 0.4434 5.6277 0.370 0.071 -0.340 0.1017
C -0.2087 -2.4876 3.7560 -0.515 -1.266 -0.795 -0.4956
C -1.7770 -2.2150 3.5750 -0.051 -1.631 -0.955 -0.5677
S -2.4980 -1.0407 4.8368 -0.690 1.073 -0.989 0.8106
C -3.3440 0.3398 3.9878 -1.847 1.710 -2.604 -0.5421
N -4.4254 0.3758 3.0551 4.100 1.745 3.549 0.0140
N -4.6105 1.7053 2.8189 1.069 3.363 0.968 -0.0580
C -3.7472 2.5819 3.5345 -2.048 -6.926 -1.726 -0.0780
O -2.9312 1.6658 4.2353 -0.347 0.048 0.129 -0.1063
P 1.1397 -1.8182 0.7253 1.123 -0.743 -0.184 0.1912
O 2.7576 -1.8851 0.1526 -1.024 1.206 0.124 -0.5520
I -0.1876 -0.3013 -0.6851 0.291 0.050 -0.175 0.2996
H 5.0526 2.8398 2.7280 0.732 -1.503 0.125 0.0978
H 6.0931 1.6576 1.7999 -0.280 0.034 1.410 0.0918
H 6.3635 1.9705 3.6618 -0.763 -0.498 -1.060 0.0872
H 5.6077 -1.0386 2.6935 -0.815 0.783 0.672 0.1236
H 6.0530 -0.1332 4.2245 -1.083 -0.499 -0.927 0.1121
H 4.7566 -2.0294 4.9618 -0.752 1.241 -0.702 0.1022
H 3.7751 -0.5229 5.2818 0.225 -0.752 -1.179 0.0376
H 2.6551 -2.9111 4.2036 0.368 1.147 -0.615 0.0399
H 3.4448 -2.3157 2.6470 -0.666 0.316 1.409 0.0345
H 2.1232 0.6299 2.3898 0.163 -0.476 -0.747 -0.0850
H -0.5470 1.1529 2.9954 -0.206 -0.764 -0.591 -0.0470
H 0.0345 -3.3876 3.0718 -0.551 1.087 1.035 0.0257
H 0.0652 -2.8360 4.8216 -0.513 0.679 -1.455 0.0339
H -2.3243 -3.2156 3.7506 0.546 1.618 -0.070 0.0643
H -2.0510 -1.9242 2.4982 0.513 -0.012 1.745 0.0820
H -3.7291 3.7134 3.5389 0.302 -1.982 0.242 0.1300
H 3.1699 -0.9953 0.1955 -0.272 -0.649 0.155 0.0187
C -4.1889 1.9562 -6.4127 0.047 0.173 -0.051 -0.1177
C -2.9945 1.2179 -7.0022 -0.075 -0.115 -0.034 -0.2776
C -2.7587 -0.1548 -6.3703 0.119 -0.043 -0.032 -0.2329
C -2.4331 -0.1394 -4.8738 -0.081 0.067 0.041 -0.2242
C -1.2100 0.6891 -4.4796 -0.022 -0.115 0.056 -0.2825
C 0.0873 0.1797 -5.0925 0.087 0.131 -0.011 -0.1146
H -4.0469 2.1721 -5.3517 -0.044 -0.031 -0.038 0.0672
H -4.3336 2.9102 -6.9273 -0.060 -0.041 0.070 0.0662
H -5.1046 1.3697 -6.5269 0.031 0.018 0.059 0.0732
H -2.0982 1.8395 -6.9127 -0.006 -0.058 0.017 0.0976
H -3.1663 1.0799 -8.0752 0.063 0.010 0.032 0.1004
H -1.9510 -0.6567 -6.9137 -0.028 0.009 0.038 0.0986
H -3.6515 -0.7728 -6.5225 0.022 0.043 -0.015 0.1067
H -2.2817 -1.1734 -4.5437 0.012 0.070 0.012 0.1119
H -3.3000 0.2288 -4.3158 0.012 -0.037 -0.024 0.1025
H -1.1113 0.6626 -3.3900 -0.044 0.034 -0.108 0.0198
H -1.3556 1.7400 -4.7493 -0.043 -0.014 -0.003 0.0991
H 0.2741 -0.8581 -4.8037 -0.006 0.054 -0.018 0.0759
H 0.9303 0.7832 -4.7460 -0.010 -0.105 -0.029 0.0698
H 0.0680 0.2362 -6.1842 0.013 -0.034 0.024 0.0613